DFT (ωB97M-V/def2-TZVPD) results for a cluster of 4 separate species, C3H14O3S in total in a non-equilibrium geometry.

Last column: natural (NBO) charge in e.
Element x y z (Å)
C1 0.62 -0.66 -1.68  -0.617
C2 0.90 -0.68 -0.14  -0.570
S1 0.79 0.96 0.43  0.157
C3 0.54 0.56 2.28  -0.718
H1 0.31 -1.61 -2.05  0.217
H2 -0.12 0.10 -1.82  0.219
H3 1.56 -0.44 -2.26  0.222
H4 0.12 -1.34 0.39  0.218
H5 1.92 -1.07 0.10  0.205
H6 1.49 0.11 2.58  0.221
H7 -0.41 0.05 2.44  0.220
H8 0.53 1.62 2.88  0.231
O1 3.79 0.87 -1.01  -0.938
H9 3.35 0.89 -0.21  0.470
H10 4.31 0.08 -1.07  0.466
O2 -4.63 -1.34 0.50  -0.961
H11 -4.67 -0.79 1.30  0.475
H12 -4.49 -0.81 -0.31  0.487
O3 -2.24 1.06 -1.06  -0.935
H13 -1.49 1.65 -1.12  0.474
H14 -2.19 0.80 -0.18  0.460

- total charge = 0
- Kohn-Sham gap (eV) = 9.54
- HOMO (eV) = -9.063
- structure (SMILES) = CCSC.O.O.O
- E_LUMO (eV) = 0.48
- energy relative to the best compared isomer or geometry (same formula, charge and spin) (eV) = 1.361
- calculated total energy (eV) = -20314.8747